Here is one molecule with the formula C4H3Cl2N in a non-equilibrium geometry from OMol25. Energies are from ωB97M-V/def2-TZVPD.

Positions of all 10 atoms, in Å:
C: 0.01 -0.69 -1.10
C: 0.09 0.17 0.12
C: 1.06 1.24 0.06
C: -0.66 0.06 1.22
H: -0.22 -0.10 -1.96
H: -0.75 -1.49 -0.99
H: 1.00 -1.20 -1.28
N: 1.87 2.07 -0.02
Cl: -0.53 1.10 2.57
Cl: -1.87 -1.16 1.39

SMILES: CC(C#N)=C(Cl)Cl
Energy above the lowest of the compared OMol25 structures with the same formula, charge and spin (eV): 0.715
Calculated total energy (eV): -30730.699
HOMO energy (Ha): -0.363
2S+1: 1
Orbital gap (eV): 10.0491

These are the natural (NBO) partial charges, in e, on atoms 1 to 2:
1. C -0.621
2. C -0.181